(1)
Density functional theory data (ωB97M-V/def2-TZVPD) for 2 unconnected molecules or ions with the total composition C3H7NO2S at a distorted geometry.

Properties
Gap between HOMO and LUMO (spin up / spin down)   6.194 / 8.117 eV
Energy above the lowest of the compared OMol25 structures with the same formula, charge and spin   472.56 kJ/mol
E_tot   -19637.56436 eV
Spin multiplicity   3
LUMO level (spin up / spin down)   0.729 / -1.661 eV

Last column: Mulliken charge in e.
Element x y z (Å)
C1 1.44323 -0.60986 0.09572  0.36
C2 -0.46113 1.40342 0.41902  -0.78
C3 -0.70101 0.01806 -0.04430  -0.65
N1 1.83005 -1.92902 -0.12847  -0.36
O1 3.90591 0.33542 -0.50091  -0.49
O2 1.99956 0.05104 1.26158  -0.43
S1 2.59196 0.83235 -0.15170  0.38
H1 -1.51042 1.83660 0.41501  0.33
H2 0.01996 1.29248 1.36165  0.30
H3 0.25033 1.82730 -0.29812  0.16
H4 -1.07333 -0.09827 -1.11947  0.30
H5 -1.19327 -0.75660 0.55922  0.37
H6 2.23659 -2.32991 0.64976  0.23
H7 1.42961 -2.36835 -1.02758  0.27


(2)
Density functional theory data (ωB97M-V/def2-TZVPD) for 3 unconnected molecules or ions with the total composition CH9N3O.

Properties
Gap between HOMO and LUMO   7.633 eV
Energy above the lowest of the compared OMol25 structures with the same formula, charge and spin   376.99 kJ/mol
E_tot   -7694.57761 eV
LUMO level   0.611 eV

Last column: Mulliken charge in e.
Element x y z (Å)
C1 1.29451 -0.31330 0.18890  -0.52
N1 -0.43104 -0.56033 1.37849  -0.40
N2 -1.35890 -1.29974 0.58079  -0.58
H1 -0.26758 -1.03220 2.26085  0.30
H2 -2.30667 -1.10863 0.90130  0.23
H3 -1.26292 -0.85968 -0.33659  0.36
H4 1.67333 0.62546 0.56447  0.27
H5 1.63928 -1.18918 0.72654  0.29
H6 1.32423 -0.40070 -0.88771  0.35
N3 0.36176 1.33549 -1.79967  -0.47
O1 -0.33675 0.89638 -0.69577  -0.53
H7 -0.67647 0.41915 1.49975  0.29
H8 -0.17112 1.14746 -2.64743  0.19
H9 0.51834 2.33983 -1.73393  0.19


(3)
Density functional theory data (ωB97M-V/def2-TZVPD) for a single C26H26N4O4 molecule.

Properties
Gap between HOMO and LUMO   8.719 eV
Energy above the lowest of the compared OMol25 structures with the same formula, charge and spin   41.26 kJ/mol
E_tot   -41536.96067 eV
Structure (SMILES)   C[C@@]1(c2ccc3ccccc3c2)NC(=O)N(CC(=O)N2CCN(c3ccccc3O)CC2)C1=O
LUMO level   0.302 eV

Last column: Mulliken charge in e.
Element x y z (Å)
C1 0.63011 1.66503 0.85404  -1.95
C2 1.43178 0.36861 0.71686  2.44
C3 2.82475 0.62176 0.15938  -0.43
C4 2.94898 1.34078 -1.04656  -0.60
C5 4.17931 1.58210 -1.58561  -1.38
C6 5.35344 1.12043 -0.95499  1.05
C7 6.63878 1.35878 -1.48302  -0.70
C8 7.75189 0.88307 -0.84812  -0.53
C9 7.63042 0.14728 0.34127  -0.56
C10 6.39828 -0.09998 0.87842  -0.77
C11 5.23108 0.37919 0.24817  0.14
C12 3.94700 0.13924 0.77913  -0.12
N1 1.44226 -0.38246 1.94904  -0.09
C13 1.06414 -1.66846 1.79498  0.21
O1 1.00298 -2.53742 2.62512  -0.65
N2 0.68279 -1.81298 0.45033  0.28
C14 0.29546 -3.09532 -0.09635  -1.05
C15 -0.93506 -3.04487 -1.00667  1.15
O2 -0.86486 -3.45259 -2.14681  -0.69
N3 -2.08929 -2.59613 -0.46921  0.09
C16 -2.31702 -2.10835 0.86985  -1.50
C17 -2.60183 -0.60315 0.82082  -0.61
N4 -3.77469 -0.39269 -0.00532  0.11
C18 -4.37231 0.89847 0.06665  0.18
C19 -3.68093 2.07785 0.29484  0.07
C20 -4.35628 3.28527 0.35787  -0.99
C21 -5.72813 3.32215 0.18470  -0.38
C22 -6.43512 2.15320 -0.03286  -0.80
C23 -5.76628 0.93955 -0.08270  0.31
O3 -6.46476 -0.21003 -0.26586  -0.70
C24 -3.51914 -0.85369 -1.36802  -0.40
C25 -3.22413 -2.35319 -1.33779  -0.97
C26 0.76529 -0.63703 -0.23668  -0.11
O4 0.39439 -0.42758 -1.36096  -0.65
H1 -0.23394 1.49879 1.49469  0.59
H2 0.28733 1.99253 -0.12383  0.31
H3 1.24728 2.44637 1.29184  0.46
H4 2.06003 1.67680 -1.55504  0.36
H5 4.26813 2.12970 -2.51241  0.38
H6 6.72617 1.92376 -2.39987  0.40
H7 8.73406 1.06823 -1.25733  0.39
H8 8.52073 -0.22250 0.82815  0.39
H9 6.30031 -0.66692 1.79331  0.43
H10 3.87587 -0.44077 1.68832  0.52
H11 1.80932 -0.02421 2.81362  0.23
H12 0.13360 -3.76908 0.75071  0.46
H13 1.11140 -3.48853 -0.71239  0.32
H14 -1.47644 -2.32108 1.52577  0.39
H15 -3.20136 -2.62042 1.26908  0.47
H16 -2.80495 -0.22443 1.82503  0.75
H17 -1.71487 -0.09352 0.41280  0.27
H18 -2.60844 2.05873 0.41620  0.46
H19 -3.80584 4.19682 0.53527  0.40
H20 -6.25389 4.26377 0.22627  0.38
H21 -7.50650 2.15863 -0.15435  0.42
H22 -5.84437 -0.94380 -0.13436  0.38
H23 -4.39398 -0.65362 -1.98922  0.49
H24 -2.65374 -0.33137 -1.80621  0.23
H25 -2.96926 -2.71555 -2.33398  0.43
H26 -4.08996 -2.90519 -0.95603  0.27


(4)
Density functional theory data (ωB97M-V/def2-TZVPD) for a molecular structure, BH4Rb at a distorted geometry.

Properties
Gap between HOMO and LUMO   8.109 eV
Energy above the lowest of the compared OMol25 structures with the same formula, charge and spin   101.60 kJ/mol
E_tot   -1394.08857 eV
LUMO level   -0.788 eV

Last column: Mulliken charge in e.
Element x y z (Å)
Rb1 -4.60106 -25.61498 1.40736  0.83
B1 -3.26304 -25.74191 -1.02047  0.21
H1 -2.99130 -24.79000 -0.59122  -0.26
H2 -4.32633 -25.84709 -1.17079  -0.26
H3 -2.83310 -25.91562 -1.99474  -0.24
H4 -2.97714 -26.53282 -0.34448  -0.28


(5)
Density functional theory data (ωB97M-V/def2-TZVPD) for a molecular structure, C31H26I2N3OS3Zn at a distorted geometry.

Properties
Gap between HOMO and LUMO   6.315 eV
E_tot   -136205.38732 eV
Total charge   +1
LUMO level   -3.786 eV

Last column: Mulliken charge in e.
Element x y z (Å)
Zn1 0.82521 0.33382 -0.08905  -2.07
C1 -1.45898 -0.02478 3.09401  -0.77
C2 -0.12363 0.65086 3.32710  0.66
C3 0.16373 1.07976 4.68555  -0.87
C4 1.41234 1.58681 4.92045  -0.60
C5 2.30700 1.80718 3.83571  -0.91
C6 1.85388 1.51758 2.57042  0.82
N1 0.67485 0.87037 2.30550  0.29
C7 2.64215 1.94129 1.40609  0.89
C8 3.60341 2.93179 1.59768  -1.09
C9 4.11138 3.62218 0.51189  -0.78
C10 3.51175 3.40619 -0.74527  -1.09
C11 2.55352 2.37761 -0.84496  1.29
N2 2.25945 1.56079 0.17939  1.24
C12 1.82049 2.21534 -2.09708  0.37
C13 2.09737 2.92502 -3.29416  -0.88
C14 1.05567 3.22008 -4.15911  -0.55
C15 -0.22690 2.66871 -3.87206  -0.76
C16 -0.35287 1.78840 -2.76559  0.53
C17 -1.67200 1.10299 -2.55970  -0.63
N3 0.69972 1.51419 -1.99053  0.33
H1 -2.29547 0.63017 3.10060  0.31
H2 -1.65306 -0.83147 3.78788  0.41
H3 -1.42706 -0.51177 2.09708  -0.18
H4 -0.61597 0.96587 5.49228  0.41
H5 1.73586 1.90564 5.91991  0.42
H6 3.24794 2.33155 3.97916  0.43
H7 3.73386 3.35266 2.63234  0.16
H8 4.86090 4.39858 0.72539  0.42
H9 3.81338 4.06251 -1.58503  0.27
H10 3.13643 3.30628 -3.45909  0.47
H11 1.17701 3.94159 -4.98015  0.40
H12 -1.10665 2.95653 -4.44841  0.42
H13 -1.65396 0.06742 -2.80415  -0.01
H14 -2.46344 1.66633 -3.09529  0.47
H15 -1.91693 1.21441 -1.47815  -0.17
I1 -4.94845 1.05389 0.89516  0.09
C18 -4.06884 2.89473 0.11581  -0.89
I2 -1.90256 3.27483 0.46428  0.06
H16 -4.53110 3.77042 0.57916  0.46
H17 -4.18280 2.97400 -0.97186  0.37
O1 -0.49406 -0.75567 -0.49603  1.37
C19 -0.52186 -2.16688 -0.39378  2.69
C20 -0.04284 -2.75530 -1.75050  -0.26
C21 -0.54803 -3.84855 -2.35470  -0.52
C22 0.20015 -4.19237 -3.52544  -0.80
C23 1.25676 -3.31833 -3.72217  -0.73
S1 1.37624 -2.08383 -2.46553  0.00
C24 -1.97871 -2.57584 -0.15811  -0.60
C25 -2.99118 -2.44602 -1.04928  -0.57
C26 -4.27005 -2.75408 -0.57613  -0.91
C27 -4.22484 -3.08021 0.73876  -0.55
S2 -2.61035 -3.18028 1.33223  0.03
C28 0.47642 -2.76779 0.55445  -0.02
C29 0.23958 -3.89748 1.38599  -1.15
C30 1.34123 -4.07374 2.27018  -0.89
C31 2.32817 -3.18433 2.08365  -0.53
S3 2.18910 -2.35024 0.55561  0.10
H18 -1.38611 -4.38305 -1.96521  0.63
H19 -0.01106 -5.00571 -4.26182  0.36
H20 2.02868 -3.44637 -4.42391  0.53
H21 -2.81882 -2.04269 -2.07815  0.35
H22 -5.14712 -2.71945 -1.22202  0.41
H23 -5.06577 -3.14378 1.45393  0.45
H24 -0.59464 -4.52788 1.30521  0.91
H25 1.34812 -4.77459 3.10702  0.42
H26 3.22439 -3.04585 2.67255  0.51


(6)
Density functional theory data (ωB97M-V/def2-TZVPD) for 2 unconnected molecules or ions with the total composition C9H11O3 at a distorted geometry.

Properties
Gap between HOMO and LUMO   7.183 eV
Energy above the lowest of the compared OMol25 structures with the same formula, charge and spin   63.75 kJ/mol
E_tot   -15655.63956 eV
Total charge   -1
LUMO level   3.498 eV

Last column: Mulliken charge in e.
Element x y z (Å)
C1 0.85051 -0.30132 3.91816  -0.71
C2 -0.60162 0.02914 3.60269  0.61
O1 -0.93324 0.15477 2.35341  -0.51
O2 -1.40951 0.11697 4.51775  -0.70
H1 0.80924 -1.20079 4.53454  0.21
H2 1.22078 0.47700 4.59140  0.20
H3 1.47360 -0.36753 3.03080  0.31
C3 -0.28525 -0.98217 -4.45305  -1.35
C4 -0.79820 0.34656 -0.93561  -0.35
C5 -1.08838 0.06638 -2.27224  -0.41
C6 0.54000 0.32158 -0.49205  0.36
C7 -0.06555 -0.22785 -3.16668  0.26
C8 1.56019 0.43474 -1.48232  -0.73
C9 1.22515 0.14858 -2.78687  -0.29
O3 0.87743 0.09131 0.74542  -0.76
H4 -1.60479 0.69631 -0.30339  0.40
H5 -2.12521 -0.01584 -2.58990  0.34
H6 -0.05795 0.32455 1.67774  0.49
H7 2.52826 0.65815 -1.05143  0.35
H8 -1.15409 -1.64458 -4.44692  0.35
H9 0.53776 -1.65609 -4.70048  0.35
H10 1.99148 0.13671 -3.56478  0.33
H11 -0.45316 -0.28210 -5.28302  0.27


(7)
Density functional theory data (ωB97M-V/def2-TZVPD) for a molecular structure, C15H24F5NO4STeZn.

Properties
Gap between HOMO and LUMO   6.199 eV
Energy above the lowest of the compared OMol25 structures with the same formula, charge and spin   64.36 kJ/mol
E_tot   -105760.89191 eV
Total charge   -2
LUMO level   4.323 eV

Last column: Mulliken charge in e.
Element x y z (Å)
Zn1 -0.66968 1.52428 -0.44167  0.71
N1 1.40570 1.80419 0.40700  -0.24
C1 1.23879 1.79982 1.85678  -0.45
C2 0.19406 0.76801 2.32684  0.37
O1 0.24964 0.37844 3.49459  -0.79
O2 -0.65452 0.40151 1.44312  -0.35
H1 1.99437 1.04088 0.10551  -0.23
H2 1.79868 2.68240 0.06980  0.45
H3 0.86508 2.78310 2.15284  0.35
H4 2.16293 1.60405 2.41141  0.28
F1 -0.15025 5.62995 -2.06917  -0.45
Te1 0.38747 3.81662 -2.26363  1.34
F2 -1.05764 3.82645 -3.62602  -0.55
F3 1.55864 4.73278 -3.70847  -0.62
F4 1.80593 4.40606 -0.90784  -0.62
F5 -0.09107 0.14698 -1.73539  -0.83
O3 -0.83797 3.43029 -0.85065  -0.81
C3 -3.95443 -1.03647 0.73861  -1.56
C4 -3.63609 -0.05334 -0.39847  2.93
C5 -3.20915 -0.77647 -1.67593  -1.47
C6 -4.88221 0.82169 -0.70984  -2.02
C7 -2.68651 0.97743 0.02974  -0.98
H5 -4.62833 -1.81368 0.36689  0.40
H6 -4.43287 -0.52063 1.57354  0.43
H7 -3.04985 -1.51319 1.11796  0.28
H8 -4.02433 -1.40561 -2.04786  0.51
H9 -2.33222 -1.38995 -1.49461  -0.01
H10 -2.92369 -0.05603 -2.44238  0.38
H11 -5.65324 0.15679 -1.10332  0.44
H12 -4.66070 1.57943 -1.46223  0.45
H13 -5.26040 1.31678 0.18507  0.44
H14 -3.02291 1.37225 0.99852  0.46
C8 5.51659 -1.05640 1.13098  -1.50
C9 4.05735 -1.32737 0.87418  1.13
C10 3.49289 -1.07762 -0.37551  -0.47
C11 2.14344 -1.29672 -0.61282  -0.99
C12 1.35553 -1.79747 0.41512  0.24
C13 1.88711 -2.03790 1.66960  -0.47
C14 3.23710 -1.80117 1.89041  -0.68
S1 -0.40154 -2.10238 0.20481  1.40
C15 -0.18569 -3.32977 -1.10365  -1.42
O4 -0.81679 -2.92029 1.39233  -0.86
H15 6.06543 -0.94253 0.19600  0.37
H16 5.97372 -1.86816 1.70020  0.36
H17 5.64849 -0.13740 1.70668  0.28
H18 4.11148 -0.67461 -1.16989  0.26
H19 1.68601 -1.02328 -1.55570  0.15
H20 1.23035 -2.38007 2.45765  0.46
H21 3.65144 -1.96680 2.87907  0.32
H22 0.54151 -4.07315 -0.78033  0.44
H23 0.12613 -2.83215 -2.02082  0.37
H24 -1.16377 -3.78954 -1.23908  0.39


(8)
Density functional theory data (ωB97M-V/def2-TZVPD) for a single C5H6O molecule.

Properties
Gap between HOMO and LUMO (spin up / spin down)   7.335 / 7.334 eV
Energy above the lowest of the compared OMol25 structures with the same formula, charge and spin   593.08 kJ/mol
E_tot   -7323.13765 eV
LUMO level (spin up / spin down)   -0.619 / -0.620 eV

Last column: Mulliken charge in e.
Element x y z (Å)
C1 1.66880 0.48057 -0.05422  -0.26
C2 1.54309 -0.75607 0.08065  -0.16
C3 0.21165 -1.34132 0.31225  -0.52
C4 -0.05160 0.14641 0.40622  0.22
C5 -1.14922 0.75318 -0.55733  -0.34
O1 -2.13817 0.52272 0.26282  -0.69
H1 2.12239 1.43997 -0.22811  0.39
H2 0.09065 -1.93162 1.21763  0.25
H3 -0.22229 -1.81325 -0.56649  0.23
H4 -0.10459 0.50810 1.43423  0.39
H5 -1.08560 0.17881 -1.51554  0.24
H6 -0.88511 1.81251 -0.79211  0.24